Entry from the Open Molecules 2025 dataset: a structure of composition C26H20HfIN3O4 (ωB97M-V with the def2-TZVPD basis set).

```
55
Properties=species:S:1:pos:R:3:forces:R:3:mulliken_charge:R:1
Hf -0.15534 0.08710 -0.27023 0.13 0.26 -0.15 1.57
C 0.04774 -4.29105 -0.14467 0.01 0.01 0.02 -1.87
C 0.35676 -2.92954 -0.66321 -0.01 0.00 -0.03 1.43
O -0.35881 -1.97898 -0.18478 0.11 0.03 0.06 -0.66
C 1.38021 -2.69255 -1.62969 -0.03 0.01 0.03 0.52
C 2.22698 -3.75893 -2.02245 0.00 -0.01 -0.01 -0.80
C 3.21932 -3.57187 -2.94542 0.00 0.03 -0.01 -0.95
C 3.38850 -2.30711 -3.52387 -0.01 -0.03 0.01 -0.39
C 2.57643 -1.24676 -3.17877 -0.04 0.02 -0.04 -0.83
C 1.57314 -1.42050 -2.23410 -0.01 -0.06 -0.01 0.57
O 0.78573 -0.37965 -1.93155 -0.05 -0.06 0.01 -0.34
H -0.86029 -4.25769 0.44993 0.00 0.01 0.00 0.34
H 0.86926 -4.63024 0.49190 0.00 0.00 -0.01 0.44
H -0.06029 -5.01152 -0.95374 0.00 0.00 0.00 0.48
H 2.09795 -4.73350 -1.57384 0.00 0.00 0.00 0.43
H 3.86517 -4.39022 -3.22839 0.00 0.00 0.00 0.43
H 4.16928 -2.15728 -4.25817 0.00 0.00 0.00 0.45
H 2.69519 -0.27261 -3.63246 0.01 0.00 0.01 0.51
C -1.75510 4.14621 -0.83143 -0.01 0.00 0.00 -0.59
C -0.61261 3.39932 -0.58900 0.00 -0.01 0.00 -0.31
N -0.43445 2.19696 -1.15289 0.00 0.01 0.03 -0.30
C -1.41106 1.72047 -1.93278 0.00 -0.04 -0.03 -0.36
C -2.65678 2.29408 -2.05105 0.01 0.02 0.00 0.37
C -2.81066 3.57740 -1.53289 0.00 0.00 0.01 -0.37
C -3.69912 1.40308 -2.58027 0.00 0.00 0.00 -0.95
C -4.00257 0.26099 -1.95933 0.01 0.00 0.00 -0.93
C -3.69820 -0.18590 -0.56862 -0.02 0.02 -0.03 1.05
C -4.79315 -0.73555 0.08829 0.00 0.00 -0.01 -0.81
C -4.68146 -1.09012 1.41881 0.01 0.00 0.02 -0.31
N -3.54418 -0.92528 2.09276 0.00 -0.02 0.00 -0.49
C -2.54018 -0.43866 1.40799 0.01 0.02 -0.01 -0.30
N -2.52130 -0.06708 0.10943 -0.02 -0.07 0.01 -0.16
H -1.84534 5.13544 -0.40575 0.00 0.00 0.00 0.45
H 0.16727 3.74868 0.07329 0.00 0.00 0.00 0.49
H -1.20835 0.78644 -2.46145 -0.01 -0.02 0.01 0.98
H -3.75075 4.10556 -1.63019 0.00 0.00 0.00 0.51
H -4.21231 1.65573 -3.50077 0.00 0.00 0.00 0.48
H -4.76296 -0.35855 -2.42054 0.00 0.00 0.00 0.50
H -5.73006 -0.85857 -0.43553 0.00 0.00 0.00 0.49
H -5.51813 -1.50774 1.96575 0.00 0.00 -0.01 0.44
H -1.61372 -0.31054 1.96520 0.00 0.00 0.00 0.59
I 5.30262 2.80223 6.08507 0.01 0.00 0.00 0.22
C 4.00037 2.15149 4.61465 0.03 0.00 0.00 -0.03
C 4.48829 1.38486 3.55477 -0.03 0.02 0.01 -0.56
C 3.61958 0.94182 2.58100 -0.03 -0.03 0.01 -0.45
C 2.26273 1.27980 2.65656 0.01 0.01 0.04 0.01
C 1.78081 2.05554 3.71748 0.01 0.05 -0.02 -0.39
C 2.64827 2.48545 4.69860 -0.01 -0.02 -0.02 -0.61
C 1.35680 0.82438 1.64170 -0.11 -0.14 -0.15 1.63
O 0.12168 1.19910 1.56064 -0.08 -0.02 0.15 -0.66
O 1.70281 -0.00140 0.70355 0.08 0.02 0.05 -0.73
H 5.53959 1.14115 3.50081 0.00 -0.01 0.01 0.40
H 3.97803 0.33961 1.75727 0.01 0.01 0.00 0.48
H 0.73078 2.31108 3.76410 0.00 -0.01 0.01 0.47
H 2.28594 3.07538 5.52824 0.00 0.01 0.00 0.41
```
Positions in Å, forces in eV/Å.

Calculated values
Energy, Ha: -1813.3894
HOMO energy, eV: -13.258
Kohn-Sham gap, eV: 6.65
LUMO, eV: -6.6
Net charge: +2